<w>
ORCA calculation (ωB97M-V/def2-TZVPD) on an isolated ion of composition C5H5N2 and charge +1.

The geometry in XYZ format:
```
12
C5H5N2 ωB97M-V/def2-TZVPD
H 0.526 0.086 -3.006
N 0.514 0.977 -2.466
N 0.301 0.643 -1.183
C 0.644 1.446 -0.122
C 0.570 1.221 1.089
C -0.002 0.097 1.764
C -0.342 -0.833 0.599
C -0.183 -0.603 -0.690
H 0.598 -0.458 2.530
H -1.070 0.448 2.014
H -0.893 -1.787 0.987
H -0.663 -1.237 -1.517
```

Values from the calculation:
gap between HOMO and LUMO (alpha / beta): 8.4 / 8.4 eV
lowest unoccupied orbital energy (alpha / beta): -7.0 / -7.0 eV
SMILES: [H]/N=[N+]1/C#CCC=C1
total charge: +1

<x>
ORCA calculation (ωB97M-V/def2-TZVPD) on an isolated ion of composition C5H5N2 and charge +1.

The geometry in XYZ format:
```
12
C5H5N2 ωB97M-V/def2-TZVPD
C -0.708 0.147 -3.128
C 0.645 -0.344 -2.991
C 0.226 -0.912 -0.638
C -0.157 -0.335 0.379
C -0.292 0.384 1.599
N 1.013 -0.691 -1.816
N -1.795 0.490 -2.931
H 1.484 -0.299 -3.674
H -0.282 -1.917 -0.804
H -0.944 1.330 1.450
H 0.696 0.604 1.984
H -1.109 0.027 2.311
```

Values from the calculation:
gap between HOMO and LUMO: 8.3 eV
lowest unoccupied orbital energy: -7.2 eV
total charge: +1

Most stable of them? <x>.

<w>
ORCA calculation (ωB97M-V/def2-TZVPD) on a 2-piece molecular cluster, C6H8N6O overall.

The geometry in XYZ format:
```
21
C6H8N6O ωB97M-V/def2-TZVPD
C -2.319 2.200 0.317
C 0.737 -3.008 1.083
C -2.056 0.111 0.766
C 2.105 -1.406 0.844
C 1.377 1.257 -2.756
C 0.474 0.293 0.361
N -2.959 1.130 0.717
N 2.047 -2.623 1.216
N -1.017 2.009 0.035
N -0.004 -2.009 0.576
N -0.739 0.721 0.294
N 0.860 -1.005 0.466
O 1.931 0.760 -1.820
H -2.759 3.098 0.111
H 0.156 -3.920 1.219
H -2.114 -0.210 1.889
H 2.972 -0.738 0.716
H 0.469 0.832 -3.235
H -2.173 -0.731 0.112
H 1.647 2.263 -3.144
H 1.367 0.978 0.232
```

Values from the calculation:
gap between HOMO and LUMO (alpha / beta): 7.3 / 7.3 eV
lowest unoccupied orbital energy (alpha / beta): -0.1 / -0.1 eV

<x>
ORCA calculation (ωB97M-V/def2-TZVPD) on a 2-piece molecular cluster, C6H8N6O overall.

The geometry in XYZ format:
```
21
C6H8N6O ωB97M-V/def2-TZVPD
C -2.760 0.609 -0.370
C 2.456 -2.241 -0.773
C -1.400 -0.994 -0.968
C 2.654 -0.824 0.781
C -0.693 2.731 0.708
C 0.389 0.088 0.593
N -2.726 -0.513 -0.960
N 3.302 -1.814 0.169
N -1.610 0.943 0.255
N 1.245 -1.650 -0.649
N -0.723 0.047 -0.061
N 1.453 -0.739 0.283
O 0.438 2.784 0.303
H -3.597 1.225 -0.248
H 2.636 -3.135 -1.241
H -1.316 -1.902 -0.519
H 2.942 -0.255 1.677
H -1.347 3.245 0.040
H -0.931 -0.763 -1.933
H -1.015 2.368 1.639
H 0.602 0.789 1.275
```

Values from the calculation:
gap between HOMO and LUMO (alpha / beta): 7.9 / 7.9 eV
lowest unoccupied orbital energy (alpha / beta): -0.3 / -0.3 eV

Most stable of them? <w>.

<w>
ORCA calculation (ωB97M-V/def2-TZVPD) on a 2-piece molecular cluster, C3H4F3N overall.

The geometry in XYZ format:
```
11
C3H4F3N ωB97M-V/def2-TZVPD
C -1.798 0.517 -0.339
C -0.791 -0.157 0.668
C 2.019 0.145 0.287
N -1.572 -0.943 -0.027
F 1.798 -0.786 -0.571
F 2.681 1.234 -0.219
F 2.912 -0.360 1.292
H -2.620 1.060 0.185
H -1.694 0.777 -1.443
H 0.826 0.363 0.622
H -1.759 -1.849 -0.455
```

Values from the calculation:
gap between HOMO and LUMO: 9.8 eV
lowest unoccupied orbital energy: 0.4 eV

<x>
ORCA calculation (ωB97M-V/def2-TZVPD) on one molecule with the formula C3H4F3N.

The geometry in XYZ format:
```
11
C3H4F3N ωB97M-V/def2-TZVPD
C 1.466 0.399 -0.184
N 0.121 0.935 -0.285
F 0.056 1.989 0.566
C -1.089 0.074 -0.145
F -2.187 0.746 -0.369
C -1.159 -1.201 0.187
F -2.210 -2.006 0.179
H 2.164 1.120 -0.393
H 1.645 -0.108 0.733
H 1.484 -0.300 -1.018
H -0.292 -1.648 0.728
```

Values from the calculation:
gap between HOMO and LUMO: 10.2 eV
lowest unoccupied orbital energy: 0.9 eV
SMILES: CN(F)/C(F)=C/F

Most stable of them? <x>.

<w>
ORCA calculation (ωB97M-V/def2-TZVPD) on a 2-piece molecular cluster, C6H15NO2 overall.

The geometry in XYZ format:
```
24
C6H15NO2 ωB97M-V/def2-TZVPD
C 0.093 0.353 -1.620
C 0.216 -1.923 -0.320
C -0.632 -0.655 -0.398
N -0.748 1.498 -1.713
C -2.007 -0.813 -0.768
O 1.385 0.572 -1.337
H 1.595 0.998 -0.271
H 0.004 -0.247 -2.535
H -0.833 1.983 -0.828
H -0.594 2.057 -2.541
H -0.164 -2.613 0.434
H 1.251 -1.659 -0.108
H 0.175 -2.440 -1.278
H -2.316 -0.875 -1.798
H -2.789 -0.704 -0.032
C 1.978 1.543 1.112
C -0.569 -0.445 2.041
O -0.553 0.176 0.769
H 0.314 -1.067 2.210
H 1.175 2.161 1.492
H 2.188 0.686 1.740
H 2.855 2.101 0.804
H -1.472 -1.052 2.173
H -0.553 0.364 2.770
```

Values from the calculation:
gap between HOMO and LUMO (alpha / beta): 9.5 / 6.1 eV
lowest unoccupied orbital energy (alpha / beta): 0.5 / -1.4 eV

<x>
ORCA calculation (ωB97M-V/def2-TZVPD) on C6H15NO2 as an isolated structure.

The geometry in XYZ format:
```
24
C6H15NO2 ωB97M-V/def2-TZVPD
C -0.401 0.005 -0.595
C -0.206 -0.927 0.494
C 0.505 1.445 0.355
C 0.324 -0.197 -1.900
C -0.903 -0.770 1.826
C 1.997 1.328 0.526
N -1.060 -2.401 -0.206
O -1.689 0.484 -0.817
O 0.228 2.531 -0.504
H -2.300 -0.058 -0.292
H -0.725 2.498 -0.699
H 0.806 -1.311 0.567
H -0.013 1.617 1.302
H -1.656 -2.229 -1.016
H -0.348 -3.035 -0.579
H 0.527 0.779 -2.353
H 1.274 -0.713 -1.751
H -0.288 -0.769 -2.599
H -1.844 -0.215 1.751
H -0.262 -0.252 2.545
H -1.136 -1.757 2.232
H 2.261 0.524 1.216
H 2.494 1.167 -0.436
H 2.415 2.256 0.933
```

Values from the calculation:
gap between HOMO and LUMO: 8.8 eV
lowest unoccupied orbital energy: 0.7 eV

<y>
ORCA calculation (ωB97M-V/def2-TZVPD) on a 3-piece molecular cluster, C6H15NO2 overall.

The geometry in XYZ format:
```
24
C6H15NO2 ωB97M-V/def2-TZVPD
C 0.551 2.689 -0.889
C 1.283 1.738 -0.350
C 0.712 0.570 0.385
N 0.056 0.895 1.570
C 0.861 -0.695 -0.036
C 0.365 -1.840 0.806
C 1.642 -1.052 -1.273
H 0.974 3.540 -1.396
H -0.521 2.657 -0.845
H 2.351 1.813 -0.413
H -0.180 1.872 1.680
H -0.678 0.270 1.852
H -0.650 -1.707 1.186
H 1.015 -2.001 1.665
H 0.360 -2.763 0.245
H 2.504 -1.668 -1.018
H 1.051 -1.635 -1.983
H 2.005 -0.188 -1.809
O -1.940 -0.542 -1.066
H -1.861 -1.474 -1.294
H -1.017 -0.261 -0.937
O -2.745 -0.201 1.605
H -3.552 0.310 1.664
H -2.588 -0.328 0.650
```

Values from the calculation:
gap between HOMO and LUMO: 8.5 eV
lowest unoccupied orbital energy: 0.7 eV
SMILES: C=CC(N)=C(C)C.O.O

Most stable of them? <y>.

<w>
ORCA calculation (ωB97M-V/def2-TZVPD) on C5H10NS as an isolated structure.

The geometry in XYZ format:
```
17
C5H10NS ωB97M-V/def2-TZVPD
C -0.446 -1.395 -2.133
C -0.496 0.286 0.964
C 0.439 0.047 -0.200
C 0.324 -1.342 0.409
C 0.123 1.015 2.120
N -0.252 -0.003 -1.603
S -0.816 -2.347 -0.547
H -1.154 -1.494 -3.083
H 0.507 -1.779 -2.526
H -1.523 0.298 0.882
H 1.259 0.726 -0.210
H 1.046 -1.827 1.168
H 1.030 0.494 2.580
H -0.683 0.998 2.913
H 0.516 1.908 1.733
H 0.177 0.551 -2.248
H -1.160 0.394 -1.455
```

Values from the calculation:
gap between HOMO and LUMO: 9.3 eV
lowest unoccupied orbital energy: -3.3 eV
total charge: +1

<x>
ORCA calculation (ωB97M-V/def2-TZVPD) on an isolated ion of composition C5H10NS and charge +1.

The geometry in XYZ format:
```
17
C5H10NS ωB97M-V/def2-TZVPD
C -0.530 -1.614 -0.793
C -0.267 -0.141 -0.368
C -1.338 0.822 0.013
N -1.372 2.035 -0.321
C 0.635 -0.108 0.921
C 1.949 0.221 0.910
S 2.992 0.400 -0.496
H -1.343 -1.581 -1.443
H -0.814 -2.258 -0.055
H 0.298 -2.004 -1.236
H 0.344 0.304 -1.133
H -1.997 0.429 0.655
H -2.170 2.575 0.195
H -0.597 2.455 -0.935
H 0.234 -0.519 1.927
H 2.538 0.101 1.817
H 3.932 -0.099 0.228
```

Values from the calculation:
gap between HOMO and LUMO: 7.8 eV
lowest unoccupied orbital energy: -4.6 eV
SMILES: C[C@@H](C=[NH2+])/C=C\S
total charge: +1

Most stable of them? <x>.

<w>
ORCA calculation (ωB97M-V/def2-TZVPD) on a 3-piece molecular cluster, C4H14O3 overall.

The geometry in XYZ format:
```
21
C4H14O3 ωB97M-V/def2-TZVPD
C 0.753 -0.509 -1.780
C 0.290 0.793 -1.194
C -1.234 0.992 -1.114
C -1.690 1.907 0.023
O -2.953 1.490 0.607
H 1.681 -0.990 -1.371
H 0.083 -1.367 -1.755
H 0.907 -0.485 -2.875
H 0.747 1.616 -1.808
H 0.642 1.029 -0.184
H -1.510 -0.046 -0.851
H -1.821 1.094 -2.041
H -0.988 2.022 0.906
H -1.847 2.939 -0.342
H -2.672 1.399 1.515
O 1.448 -1.004 2.934
H 1.664 -0.903 2.004
H 0.522 -1.220 3.041
O 2.606 -2.681 0.001
H 2.597 -3.054 -0.886
H 2.846 -3.455 0.522
```

Values from the calculation:
gap between HOMO and LUMO: 10.8 eV
lowest unoccupied orbital energy: 0.6 eV
SMILES: CCCCO.O.O

<x>
ORCA calculation (ωB97M-V/def2-TZVPD) on a 3-piece molecular cluster, C4H14O3 overall.

The geometry in XYZ format:
```
21
C4H14O3 ωB97M-V/def2-TZVPD
C 2.021 -0.641 2.037
C 0.853 0.321 1.459
C -0.410 -0.410 1.057
C -1.428 0.753 0.759
O -1.181 1.264 -0.480
H 2.707 -0.822 1.203
H 1.604 -1.595 2.184
H 2.441 -0.229 2.986
H 0.521 1.071 2.139
H 1.409 0.639 0.579
H -0.420 -1.023 0.115
H -0.714 -1.283 1.675
H -1.548 1.733 1.516
H -2.510 0.510 0.937
H -1.675 0.708 -1.113
O 2.522 0.227 -1.795
H 1.592 0.299 -2.197
H 2.816 -0.706 -2.027
O -2.246 -1.093 -2.262
H -2.041 -1.881 -1.780
H -3.159 -0.752 -1.787
```

Values from the calculation:
gap between HOMO and LUMO: 10.3 eV
lowest unoccupied orbital energy: 0.3 eV
SMILES: CCCCO.O.O

Most stable of them? <w>.